73
Properties=species:S:1:pos:R:3:mulliken_charge:R:1 method="wB97M-V/def2-TZVPD" charge=0 molar_mass_g_mol=481.59 smiles="CCCCc1cc2nc(CC(N)(N)N)cnc2cc1C.CCOC(=O)OC.CCOC(=O)OC" homo_energy_ev=-8.58 energy_ev=-44218.012
C -1.81 6.44 1.26 -0.923
C -2.72 6.52 -0.02 -0.432
C -3.03 5.13 -0.70 -0.686
C -3.51 3.99 0.30 -0.729
C -2.72 2.67 -0.08 0.386
C -1.30 2.61 0.27 -0.379
C -0.45 1.40 -0.01 0.126
N 0.88 1.46 0.41 -0.485
C 1.55 0.30 0.16 0.652
C 3.06 0.24 0.63 -1.050
C 3.01 0.08 2.22 0.433
N 4.31 -0.29 2.81 -0.658
N 2.60 1.32 2.91 -0.750
N 2.04 -1.04 2.51 -0.405
C 0.93 -0.87 -0.53 -0.540
N -0.36 -0.98 -0.96 -0.632
C -1.03 0.21 -0.65 0.295
C -2.50 0.27 -1.01 -0.606
C -3.33 1.46 -0.72 1.031
C -4.85 1.43 -1.10 -1.490
H -1.42 7.49 1.46 0.355
H -0.95 5.72 1.18 0.184
H -2.43 6.17 2.17 0.249
H -3.69 7.07 0.15 0.278
H -2.15 7.14 -0.78 0.315
H -3.90 5.30 -1.41 0.317
H -2.20 4.75 -1.36 0.383
H -4.61 3.77 0.23 0.296
H -3.29 4.20 1.38 0.317
H -0.83 3.50 0.76 0.172
H 3.65 -0.56 0.12 0.379
H 3.48 1.28 0.46 0.315
H 4.91 0.53 2.89 0.259
H 4.76 -1.06 2.30 0.247
H 1.58 1.45 2.85 0.274
H 2.76 1.21 3.92 0.290
H 2.32 -1.47 3.40 0.277
H 1.12 -0.65 2.71 0.292
H 1.58 -1.77 -0.69 0.366
H -2.99 -0.60 -1.51 0.282
H -5.23 0.37 -1.23 0.374
H -5.09 2.00 -2.03 0.273
H -5.47 1.88 -0.26 0.355
C 2.38 -6.77 6.53 -1.085
C 2.25 -7.33 5.13 -0.168
O 1.16 -6.74 4.43 -0.381
C 1.37 -5.50 3.97 0.759
O 2.38 -4.86 4.09 -0.573
O 0.24 -5.08 3.37 -0.368
C 0.30 -3.73 2.92 -0.587
H 1.43 -6.87 7.07 0.292
H 3.16 -7.29 7.09 0.351
H 2.62 -5.70 6.51 0.306
H 2.05 -8.40 5.19 0.290
H 3.18 -7.21 4.57 0.303
H 1.17 -3.56 2.28 0.309
H 0.32 -3.05 3.78 0.280
H -0.60 -3.53 2.34 0.246
C 0.99 -0.86 -4.09 -0.935
C -0.33 -0.23 -4.50 0.013
O -0.18 0.57 -5.68 -0.396
C -0.09 -0.11 -6.83 0.761
O -0.13 -1.31 -6.95 -0.552
O 0.08 0.78 -7.82 -0.347
C 0.30 0.18 -9.10 -0.632
H 1.76 -0.10 -3.99 0.283
H 0.88 -1.40 -3.15 0.152
H 1.34 -1.57 -4.85 0.397
H -0.67 0.44 -3.71 0.170
H -1.11 -0.98 -4.64 0.295
H -0.50 -0.53 -9.34 0.293
H 1.27 -0.32 -9.12 0.289
H 0.29 0.97 -9.85 0.225